Entry 1:
# C10H40N22O16Tl

A molecular structure, C10H40N22O16Tl in a non-equilibrium geometry (wB97M-V/def2-TZVPD, the Open Molecules 2025 dataset).

Structure (XYZ):
```
89
C10H40N22O16Tl wB97M-V/def2-TZVPD
Tl 0.281 0.145 0.035
N 2.884 2.890 -1.702
O 2.510 4.000 -2.107
O 2.096 1.959 -1.596
O 3.968 2.735 -1.152
N 1.396 -3.137 2.426
O 1.591 -4.118 1.721
O 1.766 -3.100 3.631
O 1.031 -2.065 1.891
C -1.197 3.093 -1.997
O -0.748 1.998 -1.947
N -0.464 4.117 -1.821
N -2.385 3.460 -2.322
H -0.990 4.979 -1.813
H 0.543 4.065 -1.861
H -2.771 4.376 -2.145
H -2.942 2.813 -2.862
C -3.140 -0.378 -2.209
O -2.317 -0.060 -1.426
N -4.421 -0.402 -2.064
N -2.922 -0.738 -3.426
H -5.099 -0.522 -2.802
H -4.826 0.033 -1.247
H -3.676 -0.539 -4.068
H -1.982 -0.737 -3.795
C -2.797 -2.027 1.783
O -2.035 -1.175 1.471
N -4.049 -1.827 2.120
N -2.524 -3.275 1.683
H -4.407 -0.894 1.972
H -4.663 -2.475 2.592
H -3.311 -3.908 1.700
H -1.583 -3.512 1.400
C 0.558 -0.401 -3.978
O 0.386 -0.654 -2.810
N 0.037 0.727 -4.553
N 1.393 -0.933 -4.776
H -0.442 1.248 -3.832
H -0.109 0.687 -5.552
H 1.515 -0.700 -5.752
H 2.061 -1.604 -4.426
C 1.598 3.789 1.685
O 0.953 2.845 1.327
N 1.082 4.542 2.578
N 2.760 4.180 1.273
H 0.375 4.261 3.242
H 1.619 5.386 2.720
H 3.087 3.652 0.477
H 3.304 4.837 1.815
C 3.327 -2.221 -1.387
O 2.744 -1.195 -1.074
N 3.036 -3.373 -0.882
N 4.400 -2.272 -2.061
H 3.664 -4.163 -0.926
H 2.339 -3.290 -0.156
H 4.690 -1.419 -2.516
H 4.886 -3.158 -2.038
C -0.755 0.095 4.256
O -0.427 0.672 3.234
N -1.675 0.554 5.030
N -0.270 -1.073 4.633
H -2.276 1.286 4.679
H -1.836 0.124 5.930
H 0.521 -1.511 4.184
H -0.552 -1.242 5.588
C -0.412 -3.658 -1.240
O -0.572 -2.578 -0.675
N 0.070 -4.739 -0.745
N -0.644 -3.775 -2.504
H 0.368 -4.721 0.220
H 0.121 -5.670 -1.133
H -0.963 -2.982 -3.041
H -0.420 -4.634 -2.986
C -3.312 1.870 1.400
O -2.202 1.438 1.043
N -3.953 2.740 0.737
N -3.886 1.492 2.479
H -3.596 3.131 -0.123
H -4.908 2.929 1.008
H -3.254 0.865 2.956
H -4.479 2.151 2.962
C 4.178 0.235 1.581
O 3.038 0.540 1.429
N 5.156 0.798 1.017
N 4.553 -0.736 2.424
H 4.990 1.711 0.620
H 6.071 0.508 1.333
H 3.755 -1.285 2.708
H 5.497 -1.078 2.538
```

Calculated values
Energy, Ha: -2985.55759
Charge: +1
LUMO level, eV: -7.0

=====

Entry 2:
# H6O3

3 unconnected molecules or ions with the total composition H6O3 (wB97M-V/def2-TZVPD, the Open Molecules 2025 dataset).

Structure (XYZ):
```
9
H6O3 wB97M-V/def2-TZVPD
O -0.857 -0.293 1.552
H -0.682 -0.932 2.252
H -1.330 -0.793 0.874
O 0.607 1.283 -0.098
H 1.310 1.688 0.419
H 0.084 0.755 0.557
O 0.581 -0.687 -2.088
H -0.284 -1.096 -2.003
H 0.570 0.074 -1.466
```

Calculated values
Energy, Ha: -229.31340
LUMO level, eV: 0.3
Energy above the lowest of the compared OMol25 structures with the same formula, charge and spin, eV: 0.3179

=====

Entry 3:
# C25H63Cl4N3O8

10 unconnected molecules or ions with the total composition C25H63Cl4N3O8 in a non-equilibrium geometry (wB97M-V/def2-TZVPD, the Open Molecules 2025 dataset).

Structure (XYZ):
```
103
C25H63Cl4N3O8 wB97M-V/def2-TZVPD
Cl -2.077 3.546 -3.787
C -0.546 3.860 -2.948
C 0.592 3.014 -3.492
Cl 0.937 3.495 -5.182
H -0.704 3.559 -1.910
H -0.404 4.935 -2.969
H 0.441 1.945 -3.382
H 1.475 3.323 -2.931
Cl -0.405 1.650 0.159
C 0.837 0.530 0.754
C 0.958 -0.675 -0.152
Cl 1.287 -0.130 -1.836
H 0.636 0.320 1.800
H 1.768 1.094 0.688
H 0.059 -1.289 -0.134
H 1.764 -1.343 0.141
C -2.117 1.553 5.917
C -2.529 2.586 4.883
C -1.575 2.695 3.686
O -3.780 2.165 4.360
H -1.255 1.800 6.532
H -1.913 0.608 5.406
H -2.993 1.427 6.557
H -2.542 3.545 5.413
H -1.523 1.758 3.133
H -0.611 3.112 3.988
H -1.984 3.413 2.967
H -4.073 2.755 3.665
C -4.344 -1.815 -2.289
C -3.020 -1.141 -2.138
C -2.788 -0.047 -3.158
O -2.961 -0.659 -0.784
H -4.600 -2.166 -3.292
H -5.170 -1.142 -2.026
H -4.516 -2.670 -1.630
H -2.248 -1.909 -2.283
H -2.830 -0.459 -4.168
H -1.822 0.454 -3.061
H -3.574 0.712 -3.112
H -2.555 0.217 -0.780
C 4.414 -2.530 -2.720
C 4.582 -1.487 -3.810
C 5.430 -1.888 -4.993
O 3.266 -1.104 -4.275
H 3.711 -2.213 -1.949
H 5.361 -2.657 -2.187
H 4.054 -3.470 -3.138
H 4.998 -0.588 -3.342
H 5.751 -1.096 -5.665
H 4.932 -2.625 -5.631
H 6.287 -2.435 -4.594
H 2.687 -0.877 -3.537
C 2.833 -2.946 2.494
C 4.221 -2.531 3.028
C 5.282 -3.359 2.319
O 4.380 -1.145 2.742
H 2.555 -3.994 2.567
H 2.803 -2.638 1.447
H 2.143 -2.261 3.002
H 4.309 -2.632 4.114
H 5.093 -3.335 1.245
H 5.308 -4.385 2.682
H 6.283 -2.943 2.467
H 4.033 -0.693 3.534
C -3.512 2.986 -0.257
C -5.013 3.215 -0.237
C -5.735 2.770 -1.498
O -5.632 2.561 0.869
H -3.101 3.315 0.697
H -3.137 3.609 -1.072
H -3.284 1.951 -0.485
H -5.217 4.294 -0.185
H -6.745 3.179 -1.466
H -5.733 1.680 -1.551
H -5.272 3.196 -2.388
H -5.468 3.032 1.687
O -0.473 -3.220 1.513
C -1.100 -2.472 2.259
N -1.817 -1.433 1.861
C -1.135 -2.846 3.751
H -1.840 -1.062 0.919
H -2.459 -0.939 2.459
H -1.509 -2.079 4.428
H -0.134 -3.247 3.933
H -1.707 -3.762 3.927
O 3.577 -0.353 5.289
C 2.383 -0.544 5.515
N 1.934 -1.602 6.202
C 1.334 0.451 5.062
H 2.537 -2.272 6.646
H 0.951 -1.634 6.403
H 1.651 1.470 5.247
H 0.386 0.227 5.548
H 1.192 0.236 4.000
O 0.528 0.525 -8.056
C 1.048 0.166 -7.007
N 2.361 -0.137 -6.897
C 0.281 0.069 -5.702
H 2.947 -0.049 -7.707
H 2.767 -0.275 -5.978
H -0.175 -0.910 -5.546
H -0.543 0.783 -5.766
H 0.859 0.328 -4.816
```

Calculated values
Energy, Ha: -3597.34809
LUMO level, eV: 0.1
Energy above the lowest of the compared OMol25 structures with the same formula, charge and spin, eV: 0.0000

=====

Entry 4:
# C4H9BrNO

2 unconnected molecules or ions with the total composition C4H9BrNO in a non-equilibrium geometry (wB97M-V/def2-TZVPD, the Open Molecules 2025 dataset).

Structure (XYZ):
```
16
C4H9BrNO wB97M-V/def2-TZVPD
C -1.805 0.313 -1.307
C -1.454 -0.512 -0.313
C 2.052 0.403 -0.202
C -0.580 -0.775 1.887
N 1.671 0.893 -1.319
O -0.495 -0.129 0.642
Br 2.553 1.388 1.258
H -1.503 1.349 -1.340
H -2.520 -0.059 -1.990
H -1.645 -1.583 -0.199
H 2.323 -0.690 -0.163
H -1.564 -0.694 2.248
H 0.019 -0.250 2.519
H -0.161 -1.875 1.817
H 1.521 0.237 -2.079
H 1.589 1.985 -1.459
```

Calculated values
Energy, Ha: -2861.47798
Charge: +1
LUMO level, eV: -5.0
Energy above the lowest of the compared OMol25 structures with the same formula, charge and spin, eV: 1.6398

=====

Entry 5:
# C3H4O2Pm

A molecular structure, C3H4O2Pm in a non-equilibrium geometry (wB97M-V/def2-TZVPD, the Open Molecules 2025 dataset).

Structure (XYZ):
```
10
C3H4O2Pm wB97M-V/def2-TZVPD
O -0.124 1.626 2.226
Pm -0.226 -0.593 1.058
O -0.261 3.124 3.741
C -0.381 2.710 2.667
C 0.495 -0.564 -1.704
C -0.171 -1.715 -1.484
H -0.026 0.336 -2.043
H 1.582 -0.510 -1.592
H -1.249 -1.782 -1.663
H 0.361 -2.631 -1.204
```

Calculated values
Energy, Ha: -874.14460
<S²>: 6.03
Charge: +3
2S+1: 5
LUMO level (alpha / beta), eV: -18.7 / -17.0
Energy above the lowest of the compared OMol25 structures with the same formula, charge and spin, eV: 0.0000

=====

Entry 6:
# C48H129N5O19

14 unconnected molecules or ions with the total composition C48H129N5O19 in a non-equilibrium geometry (wB97M-V/def2-TZVPD, the Open Molecules 2025 dataset).

Structure (XYZ):
```
201
C48H129N5O19 wB97M-V/def2-TZVPD
C 5.244 -12.017 -4.198
O 5.370 -11.848 -2.793
C 4.197 -11.370 -2.157
C 4.661 -10.987 -0.734
N 3.596 -10.880 0.261
C 2.746 -9.703 0.051
C 3.480 -8.422 0.487
O 2.541 -7.364 0.296
C 3.036 -6.068 0.672
H 5.127 -11.021 -4.634
H 4.351 -12.552 -4.530
H 6.117 -12.499 -4.632
H 3.537 -12.240 -2.089
H 3.672 -10.581 -2.700
H 5.365 -10.154 -0.750
H 5.275 -11.799 -0.341
H 3.032 -11.718 0.251
H 1.826 -9.737 0.636
H 2.387 -9.674 -0.981
H 4.398 -8.267 -0.082
H 3.608 -8.438 1.572
H 2.370 -5.273 0.349
H 4.030 -5.939 0.238
H 3.197 -6.160 1.748
C 2.182 2.275 4.472
O 1.408 2.462 5.619
C 2.114 2.200 6.797
C 1.259 2.505 8.001
N 0.826 3.907 8.024
C -0.270 4.162 8.949
C -0.773 5.569 8.802
O -1.373 5.745 7.533
C -2.304 6.821 7.458
H 1.546 2.230 3.591
H 2.854 1.423 4.605
H 2.875 3.117 4.380
H 2.970 2.880 6.850
H 2.543 1.195 6.813
H 1.862 2.379 8.903
H 0.433 1.796 8.114
H 0.541 4.087 7.069
H 0.132 3.970 9.946
H -1.040 3.407 8.764
H 0.066 6.261 8.907
H -1.477 5.812 9.601
H -3.079 6.658 8.209
H -2.719 6.967 6.462
H -1.761 7.751 7.647
C -1.411 1.413 1.402
O -1.024 1.399 0.030
C -1.957 0.762 -0.836
C -1.360 0.905 -2.245
N -0.041 0.254 -2.421
C -0.139 -1.123 -2.904
C 1.220 -1.895 -2.743
O 1.509 -2.157 -1.392
C 2.712 -2.832 -1.120
H -2.311 2.033 1.391
H -0.662 1.831 2.071
H -1.697 0.408 1.718
H -2.931 1.260 -0.863
H -2.128 -0.283 -0.567
H -1.310 1.949 -2.559
H -2.105 0.579 -2.976
H 0.322 0.081 -1.489
H -0.364 -1.038 -3.967
H -0.915 -1.692 -2.384
H 2.092 -1.320 -3.066
H 1.042 -2.827 -3.285
H 2.729 -3.091 -0.064
H 3.528 -2.126 -1.301
H 2.839 -3.644 -1.839
C -5.055 -0.546 0.175
O -5.349 0.800 0.458
C -5.311 1.085 1.856
C -5.353 2.570 2.099
N -5.042 2.809 3.520
C -4.879 4.239 3.832
C -3.678 4.342 4.808
O -2.544 3.867 4.187
C -1.322 4.044 4.881
H -5.880 -1.181 0.505
H -4.103 -0.874 0.599
H -4.952 -0.701 -0.899
H -4.392 0.681 2.289
H -6.143 0.559 2.332
H -6.289 3.042 1.796
H -4.614 3.148 1.535
H -4.261 2.243 3.820
H -5.801 4.656 4.239
H -4.684 4.856 2.950
H -3.967 3.880 5.758
H -3.507 5.379 5.114
H -1.299 3.623 5.886
H -0.957 5.074 4.911
H -0.558 3.570 4.264
C -1.730 4.394 -0.875
O -1.351 5.711 -1.232
C -1.125 5.893 -2.612
C -0.578 7.273 -2.908
N 0.787 7.399 -2.378
C 1.273 8.739 -2.522
C 2.736 8.895 -2.011
O 3.034 10.227 -2.337
C 4.319 10.615 -1.930
H -2.591 4.114 -1.487
H -2.036 4.405 0.171
H -0.918 3.679 -1.011
H -2.056 5.871 -3.190
H -0.529 5.083 -3.039
H -1.186 8.003 -2.364
H -0.622 7.545 -3.962
H 0.636 7.192 -1.398
H 0.711 9.484 -1.952
H 1.306 9.066 -3.562
H 3.417 8.207 -2.516
H 2.768 8.810 -0.922
H 4.513 11.653 -2.196
H 5.128 10.029 -2.376
H 4.459 10.465 -0.856
C 2.321 0.317 1.047
C 3.704 -0.269 1.413
O 4.571 0.863 1.493
H 1.995 0.899 1.908
H 1.544 -0.434 0.885
H 2.269 0.849 0.097
H 4.013 -1.077 0.750
H 3.579 -0.686 2.412
H 5.124 0.910 0.710
C -3.243 0.638 6.074
C -3.064 -0.649 5.252
O -2.812 -0.415 3.852
H -4.074 1.294 5.815
H -2.304 1.194 6.105
H -3.431 0.444 7.133
H -4.025 -1.167 5.246
H -2.274 -1.272 5.669
H -2.048 -0.952 3.630
C 0.285 -5.433 -1.904
C -0.122 -6.427 -3.024
O -1.220 -7.166 -2.604
H 1.049 -4.744 -2.263
H 0.709 -5.996 -1.072
H -0.557 -4.883 -1.488
H 0.660 -7.122 -3.341
H -0.450 -5.926 -3.940
H -1.752 -7.432 -3.357
C 0.909 -0.029 -6.635
C 2.339 0.014 -6.085
O 3.272 -0.349 -7.116
H 0.641 -1.056 -6.891
H 0.784 0.493 -7.584
H 0.147 0.377 -5.969
H 2.458 -0.589 -5.184
H 2.612 1.025 -5.782
H 3.164 -1.304 -7.162
C -3.401 -4.031 -2.437
C -4.710 -4.467 -1.803
O -5.109 -3.475 -0.878
H -3.128 -4.787 -3.175
H -2.598 -4.084 -1.701
H -3.466 -3.022 -2.844
H -4.586 -5.407 -1.259
H -5.426 -4.716 -2.589
H -6.055 -3.534 -0.725
C -1.179 -3.292 -5.655
C -2.322 -2.438 -6.120
O -2.306 -1.191 -5.460
H -0.209 -2.817 -5.795
H -1.213 -4.267 -6.143
H -1.331 -3.530 -4.600
H -3.294 -2.920 -6.006
H -2.232 -2.185 -7.179
H -2.251 -0.473 -6.092
C 6.231 -3.938 -1.415
C 6.183 -3.137 -0.132
O 5.366 -3.769 0.839
H 6.618 -4.953 -1.339
H 6.851 -3.343 -2.090
H 5.301 -3.924 -1.985
H 5.817 -2.129 -0.328
H 7.172 -2.987 0.305
H 5.848 -4.469 1.285
C -5.921 2.310 -2.056
C -6.695 3.641 -2.057
O -7.941 3.431 -2.686
H -5.632 1.897 -3.023
H -6.474 1.510 -1.566
H -5.002 2.359 -1.470
H -6.213 4.378 -2.704
H -6.800 4.019 -1.039
H -8.492 4.174 -2.429
C 2.063 3.342 -2.062
C 2.523 2.591 -3.278
O 3.613 3.251 -3.869
H 2.865 3.333 -1.321
H 1.289 2.778 -1.533
H 1.657 4.341 -2.223
H 1.717 2.631 -4.017
H 2.709 1.551 -3.012
H 3.353 4.174 -3.929
```

Calculated values
Energy, Ha: -3609.13782
LUMO level, eV: 0.4
Energy above the lowest of the compared OMol25 structures with the same formula, charge and spin, eV: 0.3441

=====

Q: Number 4 is which compound?
A: C4H9BrNO

=====

Q: Number 4 is which compound?
A: C4H9BrNO